Entry 1:
Here is 8 unconnected molecules or ions with the total composition C47H80N2O8S from OMol25. Energies are from the ωB97M-V functional and the def2-TZVPD basis.

```
! RIJCOSX wB97M-V def2-TZVPD def2/J DEFGRID3
* xyz 0 1
S -0.34 1.17 -1.64
O -2.55 4.43 3.51
O 5.93 -0.47 1.03
O -4.38 1.87 -3.76
O 7.39 4.47 1.93
O 0.24 0.58 4.42
O -6.96 -5.09 -2.22
O -2.72 -4.08 -4.55
O -0.39 -5.90 1.82
N 1.34 -0.90 0.69
N 1.04 -1.51 -0.58
C -2.91 -3.01 -5.49
C -1.84 1.19 3.46
C -7.77 -5.90 -3.09
C -3.09 3.02 -5.38
C 3.77 -0.70 -3.22
C -1.11 -2.41 -4.09
C -2.28 5.30 4.62
C -5.60 -5.83 -4.02
C -3.29 2.79 -3.89
C -1.76 -3.68 -3.57
C 2.45 -1.62 1.39
C 3.50 -2.09 3.64
C 6.89 -0.08 2.02
C -3.44 -1.55 -0.75
C 8.31 6.13 3.35
C 2.28 -1.38 2.94
C -7.06 -5.95 -4.43
C -1.14 -2.71 -0.26
C -0.76 0.54 5.45
C 1.70 -0.78 -1.65
C -0.41 -1.50 -0.68
C -0.77 -4.16 3.63
C 7.98 6.76 2.01
C 6.42 1.83 0.72
C -4.50 2.84 -5.92
C -1.93 1.38 4.96
C -4.23 6.11 3.57
C 2.03 1.14 -3.32
C -3.62 4.99 2.74
C 0.18 -5.18 2.91
C -0.27 -3.91 0.24
C 5.75 0.61 0.10
C 7.54 1.20 1.52
C -2.64 -2.68 -0.32
C -0.34 1.13 3.23
C 7.86 5.54 1.11
C -3.03 6.59 4.36
C 1.24 0.47 -2.26
C 3.28 0.55 -3.77
C -1.11 -5.07 0.91
C -1.23 -0.35 -1.13
C -5.04 1.73 -5.03
C -5.68 -4.87 -2.85
C -2.69 -0.36 -1.19
C 7.48 4.86 3.30
C 2.95 -1.35 -2.15
C -2.24 -1.79 -4.89
H -0.73 -1.77 -3.30
H 6.22 0.33 -0.85
H 0.52 -3.47 0.88
H 0.25 -4.33 -0.67
H 7.17 5.70 0.28
H -0.07 0.52 2.37
H 3.46 -2.07 4.76
H -2.45 -3.30 -6.43
H -4.89 -5.04 -2.12
H 0.07 2.14 3.09
H -2.65 3.99 -5.60
H -2.43 2.24 -5.79
H -2.88 1.08 5.39
H -4.98 5.70 4.25
H -4.95 -5.47 -4.82
H 5.72 2.34 1.39
H -1.72 -4.69 3.93
H 7.92 4.05 3.89
H -1.07 -3.31 2.95
H 2.27 -0.27 3.10
H 0.56 -5.92 3.68
H -1.06 -0.50 5.60
H 1.61 0.06 0.47
H -7.35 -5.08 -5.03
H -3.20 5.37 1.80
H 3.31 -2.31 -1.71
H 8.84 5.25 0.70
H 3.86 1.09 -4.56
H -1.91 -1.07 -5.65
H -0.34 0.92 6.38
H -6.12 1.80 -4.89
H -3.29 7.12 5.28
H -4.70 6.88 2.96
H 3.48 -3.17 3.32
H -4.79 0.75 -5.43
H -0.28 -2.65 -4.76
H -7.28 -6.85 -5.00
H -8.77 -5.48 -3.15
H -2.28 -3.50 -2.63
H 4.45 -1.64 3.25
H 6.76 2.55 -0.02
H -4.53 2.59 -6.98
H -1.20 5.45 4.71
H -0.24 -3.68 4.50
H -2.08 -4.67 1.32
H 9.38 5.88 3.39
H -3.57 3.72 -3.38
H 1.10 -4.61 2.58
H -7.83 -6.90 -2.64
H 8.38 0.96 0.86
H -4.56 -1.55 -0.76
H -1.43 -5.75 0.06
H -5.23 -6.80 -3.69
H 7.91 1.83 2.33
H -2.64 4.80 5.53
H -3.21 -3.58 0.03
H 4.71 -1.18 -3.54
H 7.61 -0.88 2.17
H -1.04 -4.48 -3.42
H 2.49 -2.70 1.11
H -4.35 4.21 2.50
H -2.42 7.26 3.74
H 6.35 0.09 2.96
H -5.07 3.76 -5.76
H 8.73 7.47 1.66
H -2.41 2.38 -3.40
H -2.33 1.97 2.88
H -2.30 0.23 3.18
H 1.33 -1.79 3.35
H 1.61 2.09 -3.71
H 6.46 5.04 3.67
H -5.64 -3.83 -3.18
H -3.98 -2.86 -5.66
H 8.08 6.76 4.20
H 7.02 7.28 2.07
H 4.68 0.76 -0.08
H -1.76 2.44 5.20
H -2.93 -1.27 -4.22
H 3.41 -1.10 1.09
H -3.22 0.57 -1.52
*
```

## Properties
HOMO: -7.95 eV
SMILES string: CCCNN1c2ccccc2Sc2cccc(CCOCC)c21.C1CCOC1.C1CCOC1.C1CCOC1.C1CCOC1.C1CCOC1.C1CCOC1.C1CCOC1
molar mass: 833.23 g mol⁻¹

Atom charges from the Löwdin analysis, given in e for atoms 1 to 4: atom 1 (S): 0.95, atom 2 (O): -0.16, atom 3 (O): -0.16, atom 4 (O): -0.15


Entry 2:
Here is a single C6H10O molecule from OMol25. Energies are from the ωB97M-V functional and the def2-TZVPD basis.

```
! RIJCOSX wB97M-V def2-TZVPD def2/J DEFGRID3
* xyz 0 1
O -0.16 -1.38 1.03
C 1.16 -0.56 -0.65
C 0.61 -1.81 -0.09
C -0.56 0.07 0.77
C -2.01 -0.15 0.37
C 0.52 0.51 -0.19
C 1.06 1.89 -0.38
H 0.02 -2.21 -0.93
H 1.22 2.38 0.59
H -2.44 -0.70 1.21
H 2.04 1.82 -0.86
H 1.95 -0.57 -1.39
H -2.62 0.74 0.20
H -2.03 -0.80 -0.50
H -0.56 0.80 1.62
H 0.42 2.54 -0.98
H 1.38 -2.56 0.17
*
```

## Properties
HOMO: -8.87 eV
SMILES string: CC1=CCO[C@@H]1C
relative energy (zero: lowest compared OMol25 entry of this formula, charge and spin): 1.058 eV
molar mass: 98.14 g mol⁻¹

Atom charges from the Löwdin analysis, given in e for atoms 1 to 4: atom 1 (O): -0.12, atom 2 (C): -0.05, atom 3 (C): -0.21, atom 4 (C): -0.27


Entry 3:
Here is a single C19H20ClN5O molecule from OMol25. Energies are from the ωB97M-V functional and the def2-TZVPD basis.

```
! RIJCOSX wB97M-V def2-TZVPD def2/J DEFGRID3
* xyz 0 1
Cl 1.75 -5.39 -0.22
O -3.33 -1.60 -1.30
N 1.26 3.26 -1.68
N 0.70 5.09 -3.02
N -2.44 -2.25 0.71
N 0.60 0.54 -0.55
N -1.20 5.11 -4.26
C -1.37 -0.51 -0.66
C -0.09 -0.60 -0.13
C -0.25 1.34 -1.35
C 2.05 0.78 -0.36
C 1.50 -3.87 2.03
C 1.23 -2.73 2.71
C 0.13 2.65 -1.99
C -0.71 3.25 -2.90
C 1.50 4.46 -2.19
C -2.39 -1.55 -0.48
C -3.47 -3.19 1.06
C 0.71 -2.88 0.02
C 0.44 -1.68 0.70
C 1.89 0.25 3.50
C -0.39 4.49 -3.37
C 0.78 -1.59 2.07
C 1.29 -3.96 0.67
C 0.60 -0.36 2.93
C -1.48 0.71 -1.44
H 2.55 0.01 0.18
H -1.66 4.54 -4.94
H 1.56 1.10 4.09
H -4.33 -3.00 0.41
H -2.37 0.99 -1.95
H 2.53 0.90 -1.34
H 1.99 -4.70 2.54
H -0.89 6.03 -4.57
H 0.03 0.43 2.38
H -3.81 -3.13 2.07
H 2.21 1.69 0.23
H -3.11 -4.20 0.84
H -1.64 2.87 -3.22
H 2.46 -0.46 4.11
H -1.72 -2.00 1.37
H -0.06 -0.62 3.77
H 2.41 4.91 -1.88
H 0.54 -2.98 -1.05
H 1.41 -2.72 3.79
H 2.58 0.57 2.70
*
```

## Properties
HOMO: -8.29 eV
SMILES string: CCc1ccc(Cl)cc1-c1c(C(=O)NC)cc(-c2cc(N)ncn2)n1C
relative energy (zero: lowest compared OMol25 entry of this formula, charge and spin): 0.000 eV
molar mass: 369.86 g mol⁻¹

Atom charges from the Löwdin analysis, given in e for atoms 1 to 4: atom 1 (Cl): 0.67, atom 2 (O): 0.02, atom 3 (N): 0.11, atom 4 (N): 0.13


Number 1: E_LUMO 0.019 Eh. Number 2: E_LUMO 0.036 Eh. Number 3: E_LUMO 0.020 Eh.